A single C2H4N4 molecule, computed with wB97M-V/def2-TZVPD.

Computed properties:
* E_LUMO: 0.57 eV
* relative energy (zero: lowest compared OMol25 entry of this formula, charge and spin): 316.6 kJ/mol
* SMILES: [H]/N=N/[C@@H]1N=C1N
* DFT total energy: -8096.0325 eV
* Kohn-Sham gap: 10.08 eV
* 2S+1: 1

Positions of all 10 atoms, in Å:
N1 -1.56327 -0.70177 0.11688
C1 -0.26177 -0.72988 -0.23415
N2 0.54819 -1.03347 -1.15655
C2 1.11237 -0.45101 0.11515
N3 1.45051 0.96406 0.14704
N4 0.39194 1.61114 0.08766
H1 -1.91863 0.14058 0.54395
H2 -2.21798 -1.32992 -0.31506
H3 1.83226 -1.07725 0.64639
H4 0.62638 2.60753 0.04869

A molecular structure, C5H8N2, computed with wB97M-V/def2-TZVPD.

Computed properties:
* E_LUMO: 0.93 eV
* relative energy (zero: lowest compared OMol25 entry of this formula, charge and spin): 172.5 kJ/mol
* DFT total energy: -8293.2080 eV
* Kohn-Sham gap: 9.64 eV
* 2S+1: 1

Positions of all 15 atoms, in Å:
C1 -2.08242 0.18235 0.29183
C2 -0.89116 -0.35189 -0.43981
N1 0.27995 0.06969 0.23321
C3 1.20296 -0.87564 0.53017
C4 2.31075 -0.25726 0.07757
N2 2.19255 1.06436 -0.27523
C5 0.91286 1.21511 -0.19575
H1 -2.95398 -0.05836 -0.30498
H2 -2.18176 -0.37185 1.23812
H3 -1.95886 1.25189 0.48793
H4 -0.52085 0.01461 -1.53014
H5 -0.99295 -1.43336 -0.58476
H6 0.95961 -1.90106 0.79723
H7 3.24593 -0.71142 0.14322
H8 0.47739 2.16285 -0.46862

A molecular structure, C34H43GeN3SV, computed with wB97M-V/def2-TZVPD.

Computed properties:
* E_LUMO (alpha / beta): 2.78 / 2.77 eV
* relative energy (zero: lowest compared OMol25 entry of this formula, charge and spin): 22.9 kJ/mol
* expectation value of S²: 2.099
* charge: -1
* DFT total energy: -133462.5218 eV
* Kohn-Sham gap (alpha / beta): 5.49 / 5.91 eV
* 2S+1: 3

Positions of all 83 atoms, in Å:
V1 -1.34663 0.73184 -0.44708
C1 -0.84279 3.92079 1.44874
C2 -1.49416 3.66952 0.11814
C3 -2.84001 3.92742 -0.09062
C4 -3.43695 3.74233 -1.33665
C5 -4.91715 3.92619 -1.51486
C6 -2.64552 3.31525 -2.39141
C7 -1.28075 3.07763 -2.23476
C8 -0.41064 2.77814 -3.42338
C9 -0.72048 3.21638 -0.96243
H1 -0.39649 4.91871 1.47184
H2 -0.06374 3.17768 1.62267
H3 -1.56633 3.85247 2.26164
H4 -3.45040 4.25880 0.74391
H5 -5.16472 4.14895 -2.55341
H6 -5.29471 4.73579 -0.88814
H7 -5.43754 3.00699 -1.23636
H8 -3.09815 3.16520 -3.36685
H9 -0.16573 3.70555 -3.94861
H10 -0.91480 2.11405 -4.12553
H11 0.52076 2.30217 -3.11730
H12 0.34742 3.08029 -0.82795
N1 -4.13368 -0.61932 -2.39924
N2 -4.00924 -1.43731 -1.25611
C10 -3.58228 -0.83212 -0.12798
N3 -3.04791 -1.63009 0.82750
S1 -3.81593 0.82270 0.18311
H13 -4.50042 -1.20501 -3.13934
H14 -3.16123 -0.33206 -2.62896
H15 -3.55702 -2.32813 -1.42287
H16 -2.55623 -2.45762 0.51834
H17 -2.52052 -1.09085 1.50506
C11 -0.36839 0.41464 1.18361
Ge1 1.25137 -0.42391 1.62251
C12 1.25759 -2.40784 1.52200
C13 2.20656 -3.14745 0.82019
C14 2.11662 -4.53214 0.72323
C15 1.07451 -5.20719 1.34116
C16 0.12538 -4.48966 2.05967
C17 0.22079 -3.10783 2.14120
C18 2.81629 0.14238 0.54162
C19 4.12688 -0.05417 0.97617
C20 5.21310 0.36814 0.21932
C21 5.00399 1.00304 -0.99788
C22 3.70628 1.20975 -1.44602
C23 2.62749 0.78565 -0.68095
C24 1.86669 -0.08929 3.48110
C25 1.77679 1.20297 4.00242
C26 2.21129 1.49885 5.28676
C27 2.74746 0.49711 6.08625
C28 2.84190 -0.79481 5.59041
C29 2.40477 -1.08025 4.30122
H18 -0.83455 0.85650 2.07944
H19 3.01945 -2.63323 0.31837
H20 2.85748 -5.08430 0.15618
H21 0.99943 -6.28533 1.26234
H22 -0.69035 -5.00924 2.55003
H23 -0.53741 -2.55263 2.68711
H24 4.30810 -0.53794 1.93177
H25 6.22220 0.20556 0.58071
H26 5.84791 1.33418 -1.59188
H27 3.53425 1.69930 -2.39863
H28 1.61130 0.92711 -1.03998
H29 1.35111 1.98982 3.38735
H30 2.13086 2.51074 5.66742
H31 3.08685 0.72234 7.09049
H32 3.25554 -1.58319 6.20923
H33 2.48198 -2.09668 3.92902
C30 1.10002 -1.75702 -2.59812
C31 -0.42799 -1.75755 -2.42771
C32 -0.77059 -2.87011 -1.43269
C33 -1.04360 -2.12431 -3.78848
C34 -0.88613 -0.37571 -1.96216
H34 1.46157 -2.71657 -2.98957
H35 1.59001 -1.56934 -1.64250
H36 1.40448 -0.96383 -3.28679
H37 -0.24995 -3.80163 -1.67576
H38 -1.84181 -3.10547 -1.46396
H39 -0.50219 -2.57379 -0.41966
H40 -0.68018 -3.09354 -4.15102
H41 -0.79390 -1.36536 -4.53459
H42 -2.13495 -2.17698 -3.72237
H43 -0.59233 0.33791 -2.75869